No. 1
19
Properties=species:S:1:pos:R:3:forces:R:3:lowdin_charge:R:1 method="wB97M-V/def2-TZVPD" relative_energy_kj_mol=24.9 orbital_gap_ev=10.9 e_tot_ha=-311.049786 smiles=CC1(O)CCCC1 total_charge=0
C -1.476764 1.448911 0.754320 0.04 0.05 -0.13 -0.022
C -0.276662 0.543839 0.467694 -0.23 0.00 -0.40 -0.556
O 0.513505 0.589577 1.652642 0.28 -0.05 -0.10 -0.011
C -0.752349 -0.891789 0.169232 -0.04 -0.05 0.03 -0.149
C 0.507798 -1.625793 -0.291909 0.03 -0.10 0.06 -0.183
C 1.369834 -0.532443 -0.969076 0.08 0.03 0.06 -0.185
C 0.557405 0.775430 -0.849468 -0.14 0.01 0.17 -0.115
H -2.205158 0.916767 1.382359 0.25 0.08 -0.12 0.085
H -1.987421 1.730468 -0.170476 0.07 0.00 0.06 0.082
H -1.188884 2.353343 1.298155 0.10 -0.10 -0.22 0.084
H 1.307358 0.056100 1.524340 -0.10 0.05 0.03 0.083
H -1.246625 -1.371304 1.019480 0.10 0.19 0.00 0.122
H -1.484650 -0.822433 -0.646430 0.10 -0.11 0.12 0.123
H 1.047512 -2.012028 0.578824 -0.13 -0.13 -0.08 0.103
H 0.284836 -2.483364 -0.932857 0.07 0.17 0.02 0.105
H 1.677340 -0.792492 -1.986706 -0.19 0.17 0.10 0.105
H 2.301048 -0.404172 -0.399264 -0.08 -0.03 -0.20 0.101
H -0.185728 0.889646 -1.647868 0.17 -0.21 -0.02 0.112
H 1.237606 1.631741 -0.952991 -0.39 0.05 0.61 0.116

No. 2
19
Properties=species:S:1:pos:R:3:forces:R:3:lowdin_charge:R:1 method="wB97M-V/def2-TZVPD" relative_energy_kj_mol=414.7 orbital_gap_ev=9.2 e_tot_ha=-310.901317 total_charge=0
C 0.450260 0.339781 -2.290586 -0.26 0.20 0.18 -0.064
C -0.976056 0.211971 -0.576187 0.26 -0.10 -0.08 0.019
C -0.454268 0.027060 0.726246 0.20 0.12 -0.22 -0.415
C -0.294382 1.216445 1.657441 0.03 -0.02 -0.02 -0.052
C -0.314133 -1.369701 1.289395 0.02 -0.11 0.00 -0.072
C 0.964396 -1.005924 0.639097 -0.18 0.32 0.10 -0.295
O 1.293088 -1.387630 -0.568688 -0.24 0.16 -0.06 -0.080
H 1.121401 -0.268589 -2.927624 -0.24 0.10 0.34 0.048
H 0.964861 1.266532 -2.021272 -0.12 -0.14 -0.11 0.036
H -0.447413 0.550825 -2.876484 0.21 -0.02 0.14 0.028
H -1.522761 -0.601791 -1.046538 0.16 0.16 0.05 0.095
H -1.321607 1.211417 -0.837337 0.14 -0.25 0.02 0.095
H 0.083524 2.096841 1.122580 -0.08 -0.17 0.08 0.083
H -1.252863 1.486425 2.122590 0.17 -0.07 -0.10 0.082
H 0.408705 0.996304 2.471201 -0.14 0.02 -0.19 0.079
H -0.895813 -2.148936 0.796236 0.13 0.15 0.06 0.122
H -0.327081 -1.430371 2.378870 0.04 0.04 -0.25 0.117
H 1.740113 -0.534754 1.260844 -0.26 -0.13 -0.21 0.144
H 0.780029 -0.655906 -1.319784 0.16 -0.26 0.29 0.030